Entry 1:
This record from OMol25 describes an isolated molecule of C4H7NO2. The level of theory is ωB97M-V/def2-TZVPD.

Geometry as XYZ:
```
14
Properties=species:S:1:pos:R:3:forces:R:3
O 0.874402 -1.880299 -0.054933 -0.19 0.08 -0.08
O 2.272943 -1.740227 0.171981 0.11 -0.12 0.21
N -1.472041 0.841032 -0.406832 0.06 0.00 -0.15
C -0.322440 1.564077 0.179592 0.06 0.15 0.06
C -1.184786 -0.597576 -0.339849 -0.01 -0.20 -0.01
C 0.289550 -0.653101 -0.013952 -0.07 0.25 0.04
C 0.778956 0.539500 0.302961 0.01 -0.13 -0.06
H -1.551311 1.104577 -1.381154 -0.01 -0.02 0.13
H -1.770915 -1.087246 0.451034 0.10 0.06 -0.09
H -0.037818 2.406528 -0.463469 -0.06 -0.11 0.11
H 2.354459 -2.131884 1.056059 0.02 0.06 -0.11
H -0.592260 1.989349 1.156965 0.04 -0.08 -0.11
H 1.790780 0.748544 0.622812 -0.13 0.00 -0.08
H -1.429521 -1.103278 -1.281220 0.06 0.07 0.13
```
Forces are in eV/Å.

- Structure (SMILES): OOC1=CCNC1
- Frontier orbital gap: 9.4973 eV
- E_HOMO: -0.3191 Ha
- Energy relative to the best compared isomer or geometry (same formula, charge and spin): 4.375 eV
- F_max: 0.0051 Eh/bohr

=====

Entry 2:
This record from OMol25 describes an isolated molecule of C2H5NO2S at a distorted geometry. The level of theory is ωB97M-V/def2-TZVPD.

Geometry as XYZ:
```
11
Properties=species:S:1:pos:R:3:forces:R:3
S -0.298366 0.176622 1.033355 0.91 0.77 1.16
O -0.304883 -1.456867 -1.022165 0.42 -1.24 -1.42
O 1.372414 0.295799 0.936237 -1.92 -1.71 0.13
N -2.263501 -1.234319 0.242291 2.39 -1.12 -0.88
C 1.810300 1.140079 -0.068063 -1.80 -0.35 -2.25
C -0.943619 -1.031614 -0.127378 0.54 0.98 1.35
H 1.422606 0.998303 -1.098080 -0.80 -0.30 0.72
H 1.652318 2.119885 0.203211 -0.25 2.42 0.57
H -2.747308 -1.542859 -0.571720 -1.17 0.15 -0.25
H 2.781889 0.958082 -0.275968 3.54 -0.54 0.20
H -2.481849 -0.423109 0.748280 -1.86 0.93 0.66
```
Forces are in eV/Å.

- Structure (SMILES): COSC(N)=O
- Frontier orbital gap: 10.1715 eV
- E_HOMO: -0.3536 Ha
- Energy relative to the best compared isomer or geometry (same formula, charge and spin): 1.554 eV
- F_max: 0.0697 Eh/bohr

=====

Entry 3:
This record from OMol25 describes the ion C5H10NO with charge +2 at a distorted geometry. The level of theory is ωB97M-V/def2-TZVPD.

Geometry as XYZ:
```
17
Properties=species:S:1:pos:R:3:forces:R:3
O 1.135725 -0.496456 0.828224 1.28 0.26 -0.30
N 0.916517 1.811946 0.870343 -1.57 2.39 -0.23
C 0.398258 -1.433079 0.824756 -1.71 -2.12 0.91
C -0.901448 0.570890 -0.265591 -0.50 0.39 1.31
C -0.888286 -0.562539 -1.172893 0.82 0.89 -1.48
C -0.342398 -1.816106 -0.429305 0.02 0.00 0.27
C 0.025893 1.621945 -0.283188 1.63 -1.26 -0.05
H 1.703300 2.369168 0.561456 0.77 0.04 -0.26
H 0.141493 -1.954012 1.791941 0.47 0.02 -0.76
H -1.112652 -2.532591 -0.219708 -0.46 -0.26 0.19
H 0.342115 -2.268480 -1.133676 0.38 -0.39 -0.08
H -0.198069 -0.309750 -1.987943 -0.34 -0.25 -0.04
H 1.221125 0.845636 1.222551 -0.04 0.52 0.35
H 0.484061 2.450639 1.547028 -0.18 -0.35 0.73
H 0.505358 1.992002 -1.171411 -0.33 0.14 -0.69
H -1.865122 -0.805900 -1.588263 -0.34 0.02 0.12
H -1.565868 0.516686 0.605678 0.09 -0.04 0.02
```
Forces are in eV/Å.

- Spin multiplicity: 2
- Total charge: +2
- Frontier orbital gap (spin up / spin down): 8.9694 / 7.0401 eV
- E_HOMO (spin up / spin down): -0.7343 / -0.7396 Ha
- Energy relative to the best compared isomer or geometry (same formula, charge and spin): 1.174 eV
- F_max: 0.0559 Eh/bohr
- ⟨S²⟩: 0.7574